21
Properties=species:S:1:pos:R:3:forces:R:3 method="wB97M-V/def2-TZVPD" lumo_energy_ha=-0.1365 homo_lumo_gap_ev=7.1 homo_energy_ev=-10.783 charge=+1
C 0.24561 1.22349 0.87075 -3.601 0.390 -2.857
C 0.66980 0.05532 0.05638 -0.435 0.101 -3.127
C -0.19377 -1.57454 -1.58156 -4.191 1.208 0.501
C -2.18446 -2.16304 -0.86290 2.679 -1.608 -1.153
N -1.05355 0.81459 1.58702 -0.261 1.097 -1.667
N -2.90626 -3.23963 -1.53827 0.164 1.261 0.522
N -0.21856 -0.21630 -1.16965 1.755 0.782 -0.660
I -1.71944 -2.77156 1.13940 -0.119 0.160 0.679
I -3.19761 -0.37836 -0.82797 -1.331 0.924 -0.204
I -3.28069 -2.80904 -3.54117 0.079 0.014 0.150
I -2.05206 -5.08416 -1.32595 0.170 -0.500 -0.378
H 0.80522 1.48107 1.68196 2.272 0.647 1.793
H 0.05971 2.10279 0.22294 0.077 -0.407 0.482
H 0.57216 -0.88173 0.54620 0.622 -0.641 0.976
H 1.64776 0.26841 -0.35915 0.563 -0.287 0.522
H 0.44713 -2.24473 -1.05180 0.259 -0.467 0.006
H -0.55770 -1.76666 -2.59780 0.940 0.105 0.256
H -0.60952 0.11752 2.10022 -0.463 -2.007 1.992
H -1.91643 0.47132 1.09787 0.993 -0.401 -0.763
H -1.43426 1.54464 2.13849 0.054 1.002 1.232
H -0.09457 0.47943 -1.97419 -0.228 -1.372 1.698

15
Properties=species:S:1:pos:R:3:forces:R:3 method="wB97M-V/def2-TZVPD" lumo_energy_ha=-0.2585 homo_lumo_gap_ev=6.8 homo_energy_ev=-13.796 charge=+1
C -0.60384 1.51702 1.83439 0.300 0.360 -1.069
C 0.44837 0.50016 1.70353 -0.994 -1.290 0.773
C 0.22330 -0.66417 0.97813 -0.466 -0.901 0.148
C -0.70125 -0.83439 -0.00397 0.294 0.874 -2.201
N 0.67184 -0.83415 -2.93057 -0.337 -0.056 0.461
H -0.22393 2.54438 1.81372 0.033 -0.156 0.017
H -1.23099 1.45284 2.73213 0.455 -0.400 0.225
H 1.32902 0.36404 2.31991 0.208 1.041 0.211
H 1.61568 -1.19286 -2.88812 0.093 0.080 -0.035
H 0.73601 -1.57002 1.27590 0.482 0.132 0.043
H -0.89211 -1.73954 -0.57695 0.098 -0.367 0.763
H -1.08765 -0.00037 -0.60013 -0.233 0.072 0.718
H 0.69293 0.16845 -2.80815 0.233 0.101 -0.162
H -1.29165 1.30438 1.00862 -0.108 0.578 0.155
H 0.31426 -1.01575 -3.85842 -0.059 -0.065 -0.048

16
Properties=species:S:1:pos:R:3:forces:R:3 method="wB97M-V/def2-TZVPD" lumo_energy_ha="0.1408 / 0.1373" homo_lumo_gap_ev="3.1 / 6.6" homo_energy_ev="0.776 / -2.838" multiplicity=2 charge=-1
C 0.78739 0.05684 3.56360 0.311 -0.606 -0.382
C 0.72371 0.06256 2.21381 1.290 2.065 -1.918
N 0.69091 1.28122 1.36539 0.413 -2.979 1.355
H 1.23988 0.96375 4.01706 -1.108 -0.681 0.254
H 0.63251 -0.92905 4.10671 0.575 1.560 -0.589
H 0.93476 -0.84260 1.59001 -1.144 0.736 0.511
H 0.54630 2.17496 1.78564 0.096 0.195 0.434
H 1.23277 1.28675 0.49453 -0.520 -0.282 0.364
C -0.50355 -1.65331 -2.40837 -2.409 0.244 -2.603
C -0.93882 0.62026 -1.93878 0.452 1.862 0.782
N -0.98058 -0.30335 -2.79487 1.643 -3.208 -2.008
H 0.24701 -1.78149 -1.65331 0.323 0.459 1.087
H -1.44916 -2.19448 -2.24665 0.627 -0.822 0.445
H -0.04954 -2.03437 -3.35568 -0.256 -0.262 0.553
H -0.49484 1.49497 -2.40360 -0.633 1.445 0.823
H -1.22442 0.49834 -0.90995 0.339 0.276 0.892

16
Properties=species:S:1:pos:R:3:forces:R:3 method="wB97M-V/def2-TZVPD" lumo_energy_ha=0.0354 homo_lumo_gap_ev=10.5 homo_energy_ev=-9.535 smiles="[H]/N=C/N.C=CC" charge=0
C -2.12420 1.01033 -1.00860 -0.540 -1.151 -0.757
C -0.63287 0.98622 -0.87870 0.550 0.752 0.768
C 0.09566 2.08640 -0.70293 -0.414 0.012 0.094
H -2.60408 1.50579 -0.16852 0.061 0.330 -0.111
H -2.53687 -0.00497 -1.01331 0.227 -0.020 0.187
H -2.49371 1.38835 -1.96758 0.203 0.477 0.217
H -0.10266 0.05845 -0.72661 -0.280 -0.420 -0.083
H 1.10475 2.06340 -0.31081 0.168 -0.085 -0.478
H -0.35334 3.06412 -0.83852 0.021 0.083 0.151
N 0.52073 -2.21581 1.51099 0.546 -0.238 0.118
C 1.53075 -1.42522 1.00104 -0.818 0.068 -0.253
N 2.38785 -1.90301 0.19879 0.200 0.373 0.005
H 0.07207 -1.92857 2.36518 0.095 0.055 -0.007
H 0.78451 -3.19372 1.47658 -0.322 0.025 0.033
H 1.41495 -0.36282 1.23262 0.102 -0.027 0.102
H 2.93645 -1.12893 -0.16963 0.201 -0.234 0.014

Let's list relative energy (zero: lowest compared OMol25 entry of this formula, charge and spin) in order: 222.4 287.7 248.9 132.5 kJ/mol.
Let's list electronic energy in order: -41172.0273 -5790.8763 -7285.8808 -7289.2463 eV.